{
  "formula": "C2H3Cl2N",
  "method": "wB97M-V/def2-TZVPD",
  "species": ["Cl", "C", "C", "H", "H", "Cl", "N", "H"],
  "xyz": [[-2.6614, 0.8967, -0.1007], [0.8360, 0.6733, -0.4128], [-0.0997, 0.3228, 0.6613], [-0.2355, 0.3642, 1.6740], [0.0375, -1.4968, -0.6793], [2.5094, 1.0189, 0.0483], [0.4451, -0.7038, -0.1002], [0.6876, 1.2847, -1.4070]],
  "atomic_forces_ev_per_a": [[2.2, -0.5, 0.6], [0.4, 0.6, -1.6], [-0.2, -2.1, -4.7], [-0.8, 0.4, 2.3], [0.6, 1.6, 1.1], [0.2, 0.1, 0.1], [-1.7, 1.4, 0.0], [-0.7, -1.6, 2.2]],
  "nbo_charge": [-0.5609, -0.1260, 0.2913, 0.2301, 0.4603, -0.0254, -0.5469, 0.2774],
  "fmax_ev_per_a": 5.14,
  "orbital_gap_ev": [7.78, 7.77],
  "spin_multiplicity": 1,
  "total_charge": 0,
  "homo_ev": [-9.63, -9.63],
  "de_lowest_kcal_mol": 73.0
}


{
  "formula": "C2H3Cl2N2P",
  "method": "wB97M-V/def2-TZVPD",
  "species": ["N", "C", "H", "H", "P", "Cl", "H", "C", "N", "Cl"],
  "xyz": [[0.9564, 0.3177, 0.1344], [-1.1578, -0.4325, 0.2503], [-0.2685, 1.1428, 1.3908], [2.0517, -1.5430, -0.7722], [0.9142, -0.8608, -1.1796], [-0.9605, 2.0857, -0.7974], [1.7167, 0.9565, 0.1005], [-0.2619, 0.6778, 0.4980], [-0.3589, -1.6643, -0.5362], [-2.6314, -0.6800, 0.9113]],
  "atomic_forces_ev_per_a": [[2.5, -1.7, -1.7], [4.3, -6.0, -3.0], [-0.8, 2.0, 2.8], [0.4, -0.7, 0.4], [0.3, 1.5, -0.1], [-0.2, -0.1, 0.3], [0.2, 0.9, 0.4], [-1.1, -0.2, -2.4], [-4.9, 4.3, 3.3], [-0.7, 0.0, 0.1]],
  "nbo_charge": [-0.8254, 0.1260, 0.2243, -0.0610, 0.9981, -0.3279, 0.4101, -0.0050, -0.7217, 0.1824],
  "fmax_ev_per_a": 7.96,
  "orbital_gap_ev": [7.29, 7.58],
  "spin_multiplicity": 1,
  "total_charge": 0,
  "smiles": "ClC1=NPN[C@H]1Cl",
  "homo_ev": [-8.58, -8.75],
  "de_lowest_kcal_mol": 94.6
}


{
  "formula": "C2H3Cl2N2P",
  "method": "wB97M-V/def2-TZVPD",
  "species": ["Cl", "C", "H", "N", "N", "C", "P", "H", "H", "Cl"],
  "xyz": [[1.2777, 2.3368, 0.8776], [0.8365, -0.0370, -0.4603], [0.9849, 0.1371, -1.4253], [-0.3057, -0.9523, -0.5693], [-1.2011, 1.1047, 0.5416], [0.3719, 1.0509, 0.3540], [-1.8298, -0.3654, 0.1482], [1.7599, -0.6705, 0.0113], [-0.3786, -1.3887, -1.5106], [-1.5157, -1.2157, 2.0327]],
  "atomic_forces_ev_per_a": [[0.2, 0.1, 0.1], [0.3, -4.7, 4.3], [1.7, 1.8, -3.9], [-1.6, -0.8, -0.9], [8.1, 1.6, -0.2], [-8.5, 1.4, 0.7], [2.0, -1.5, -0.8], [-1.8, 1.9, -0.9], [0.0, 0.5, 1.2], [-0.4, -0.4, 0.4]],
  "nbo_charge": [0.1589, -0.3536, 0.2436, -0.9255, -0.8128, 0.2395, 1.1816, 0.2406, 0.3922, -0.3646],
  "fmax_ev_per_a": 8.62,
  "orbital_gap_ev": [8.26, 8.26],
  "spin_multiplicity": 1,
  "total_charge": 0,
  "smiles": "ClC1=NP(Cl)NC1",
  "homo_ev": [-9.33, -9.33],
  "de_lowest_kcal_mol": 59.5
}


{
  "formula": "C2H3Cl2NO",
  "method": "wB97M-V/def2-TZVPD",
  "species": ["Cl", "N", "Cl", "C", "H", "C", "O", "H", "H"],
  "xyz": [[-0.6987, -0.5094, 2.8384], [0.0805, -1.0665, 1.4646], [-1.0159, -2.1291, 0.6315], [0.3573, 0.3206, -1.1251], [1.3859, 0.4436, -1.3132], [0.0603, 0.8720, 0.1508], [-0.2660, 1.9009, 0.6377], [-0.1762, 0.8741, -1.9401], [0.2728, -0.7061, -1.3448]],
  "atomic_forces_ev_per_a": [[-0.4, 0.5, 1.1], [0.6, 1.7, -1.8], [-0.1, -0.1, -0.3], [-0.5, 0.9, -2.5], [1.6, 0.7, 0.0], [-1.9, 1.1, 3.1], [1.2, -3.3, -1.0], [0.3, -0.2, 0.8], [-0.8, -1.4, 0.7]],
  "nbo_charge": [0.1121, -0.6260, 0.0470, -0.7989, 0.2835, 0.8338, -0.4074, 0.2665, 0.2893],
  "fmax_ev_per_a": 3.79,
  "orbital_gap_ev": [7.81, 7.51],
  "spin_multiplicity": 1,
  "total_charge": 0,
  "homo_ev": [-8.33, -8.14],
  "de_lowest_kcal_mol": 112.7
}


{
  "formula": "C2H3Cl2NO",
  "method": "wB97M-V/def2-TZVPD",
  "species": ["N", "C", "Cl", "Cl", "O", "H", "H", "C", "H"],
  "xyz": [[-1.4835, 0.0531, -0.6195], [-0.8283, -0.4686, 0.6594], [1.5451, -1.2085, -0.2728], [0.6469, 1.6445, -0.0630], [-2.7672, -0.4260, 0.0257], [-3.3049, -0.2421, -1.0814], [-1.4344, -1.1711, 1.7085], [0.6432, -0.0498, 0.6014], [1.1086, 0.1488, 1.6478]],
  "atomic_forces_ev_per_a": [[1.3, -5.2, 11.2], [-1.0, 2.0, -4.5], [0.9, -0.6, -0.6], [0.8, -0.4, -0.1], [-3.8, 2.1, -9.0], [1.3, -1.2, 5.6], [2.0, 2.5, -3.9], [-0.7, 1.6, 3.3], [-0.8, -0.9, -1.8]],
  "nbo_charge": [-0.0948, 0.0099, 0.0557, -0.0229, -0.6033, 0.4682, 0.2869, -0.3462, 0.2463],
  "fmax_ev_per_a": 12.40,
  "orbital_gap_ev": 8.75,
  "spin_multiplicity": 1,
  "total_charge": 0,
  "homo_ev": -9.23,
  "de_lowest_kcal_mol": 178.2
}


{
  "formula": "C2H3Cl2NO2",
  "method": "wB97M-V/def2-TZVPD",
  "species": ["H", "O", "H", "C", "Cl", "N", "C", "Cl", "H", "O"],
  "xyz": [[-1.0582, 1.1624, 0.5180], [1.7882, 1.8696, -0.7138], [-1.3482, 0.1012, -0.9267], [-0.9778, 0.1630, 0.0963], [1.5093, 0.0001, 1.5067], [1.1996, 0.8672, -1.0749], [0.8217, -0.0716, -0.1388], [0.9046, -1.6977, -0.8037], [-1.4075, -1.6408, 0.5753], [-1.4316, -0.7534, 0.9615]],
  "atomic_forces_ev_per_a": [[0.0, -0.1, 0.0], [-0.7, -1.4, 0.0], [-0.1, -0.1, 0.0], [2.6, 0.6, -1.0], [0.1, 0.1, -0.6], [1.0, 2.2, -1.4], [-2.9, -1.0, 2.6], [0.3, 0.0, -0.1], [0.0, 0.2, 0.0], [-0.3, -0.6, 0.5]],
  "nbo_charge": [0.1963, -0.2471, 0.1787, 0.0299, -0.0080, 0.0736, -0.0592, 0.0121, 0.4893, -0.6654],
  "fmax_ev_per_a": 4.02,
  "orbital_gap_ev": [8.92, 8.92],
  "spin_multiplicity": 1,
  "total_charge": 0,
  "smiles": "O=NC(Cl)(Cl)CO",
  "homo_ev": [-9.88, -9.88],
  "de_lowest_kcal_mol": 89.1
}


{
  "formula": "C2H3Cl2NO2",
  "method": "wB97M-V/def2-TZVPD",
  "species": ["C", "H", "C", "Cl", "Cl", "O", "N", "O", "H", "H"],
  "xyz": [[-0.1409, -0.8277, 0.4689], [2.1246, 0.4584, -1.4506], [1.8065, -0.3537, -0.7542], [-3.0554, 2.8946, 0.9585], [-2.2353, 0.1916, 0.9872], [0.0465, -1.8209, 1.1675], [-3.3210, 1.3212, 0.3968], [0.4139, -0.0707, -0.4746], [2.4423, -0.5477, 0.1058], [1.9188, -1.2451, -1.4052]],
  "atomic_forces_ev_per_a": [[-0.7, -1.9, 1.5], [0.0, -0.3, 1.2], [0.8, -0.3, -2.4], [0.3, 0.0, 0.2], [-0.4, 0.5, 0.2], [0.6, 3.3, -2.8], [-0.2, -0.3, -0.3], [0.4, -1.6, 1.7], [-0.3, 0.6, 0.3], [-0.5, 0.2, 0.5]],
  "nbo_charge": [0.7639, 0.2138, -0.2947, 0.1367, 0.2543, -0.5407, -0.4408, -0.4962, 0.2082, 0.1954],
  "fmax_ev_per_a": 4.34,
  "orbital_gap_ev": [8.96, 7.09],
  "spin_multiplicity": 1,
  "total_charge": 0,
  "homo_ev": [-9.42, -8.14],
  "de_lowest_kcal_mol": 143.0
}


{
  "formula": "C2H3Cl2NS",
  "method": "wB97M-V/def2-TZVPD",
  "species": ["N", "C", "Cl", "C", "S", "H", "Cl", "H", "H"],
  "xyz": [[0.9516, 0.7458, 0.3974], [-0.8316, -0.5696, 0.0766], [-1.8670, 0.8875, 0.5347], [0.4513, 0.0075, -0.5559], [0.8775, -0.2503, -2.2486], [1.7644, 1.3384, 0.1183], [-0.4306, -1.9038, 1.1041], [0.4778, 0.9910, 1.2043], [-1.3933, -1.2467, -0.6309]],
  "atomic_forces_ev_per_a": [[4.7, 1.6, -2.8], [-1.3, -1.3, -3.5], [0.3, -1.5, 0.3], [-1.6, -0.9, -2.1], [-0.6, 0.5, 3.7], [-0.9, -0.7, 0.7], [0.4, -0.1, 2.1], [-1.1, 0.3, 1.7], [0.2, 2.1, 0.0]],
  "nbo_charge": [-0.7504, -0.3164, -0.0363, 0.1537, -0.1746, 0.4135, 0.0350, 0.4075, 0.2680],
  "fmax_ev_per_a": 5.72,
  "orbital_gap_ev": 8.79,
  "spin_multiplicity": 1,
  "total_charge": 0,
  "smiles": "NC(=S)C(Cl)Cl",
  "homo_ev": -8.82,
  "de_lowest_kcal_mol": 17.1
}


{
  "formula": "C2H3Cl2O2P",
  "method": "wB97M-V/def2-TZVPD",
  "species": ["H", "O", "H", "C", "Cl", "O", "Cl", "C", "P", "H"],
  "xyz": [[0.1034, 1.8912, 1.7376], [-0.6443, -0.8127, -0.5626], [0.7086, -0.0006, 2.4648], [0.3867, -1.1819, -1.2490], [0.3664, -2.9809, -1.2795], [1.2004, -0.5047, -1.7723], [-2.1495, 0.8394, 0.5496], [-0.7989, 0.5771, -0.3629], [1.1070, 0.9244, 1.4485], [-0.2800, 1.2488, -0.9745]],
  "atomic_forces_ev_per_a": [[0.4, -0.1, 0.4], [-1.6, 1.0, 0.2], [-0.4, 0.1, -0.4], [0.9, -1.5, -0.9], [0.2, 0.8, -0.1], [0.3, 0.0, -0.1], [-1.5, 0.7, 0.1], [2.7, -2.2, 3.2], [-1.0, 0.3, -1.2], [0.0, 0.8, -1.2]],
  "nbo_charge": [-0.0346, -0.5032, -0.0274, 0.7782, -0.0640, -0.5345, 0.1024, -0.0260, 0.0739, 0.2351],
  "fmax_ev_per_a": 4.70,
  "orbital_gap_ev": [7.55, 7.76],
  "spin_multiplicity": 1,
  "total_charge": 0,
  "homo_ev": [-8.64, -8.66],
  "de_lowest_kcal_mol": 103.1
}


{
  "formula": "C2H3Cl2O2P",
  "method": "wB97M-V/def2-TZVPD",
  "species": ["O", "H", "Cl", "Cl", "C", "P", "H", "H", "O", "C"],
  "xyz": [[-1.5263, -0.0071, 0.3811], [-0.6111, 0.2139, -1.4833], [-3.9335, -0.6778, 1.0028], [4.6474, 0.2400, 0.0516], [-2.6068, -0.4790, -0.2113], [0.9522, 0.7587, 0.3697], [0.3181, 0.5892, 1.6136], [5.7934, -0.1876, 0.0621], [-2.6211, -0.7591, -1.3844], [-0.4122, 0.3088, -0.4018]],
  "atomic_forces_ev_per_a": [[-0.2, 0.4, 1.0], [0.3, 0.1, 0.7], [1.1, 0.2, -1.2], [-2.0, 0.7, 0.0], [0.0, -0.7, -1.8], [1.1, 0.4, 0.1], [0.2, 0.1, 0.4], [2.0, -0.7, 0.0], [-1.2, 0.1, 1.7], [-1.3, -0.5, -1.0]],
  "nbo_charge": [-0.5126, 0.2413, -0.0381, -0.2492, 0.7694, 0.4216, -0.0310, 0.2483, -0.5524, -0.2973],
  "fmax_ev_per_a": 2.15,
  "orbital_gap_ev": 9.70,
  "spin_multiplicity": 1,
  "total_charge": 0,
  "smiles": "[H]/P=C\\OC(=O)Cl.Cl",
  "homo_ev": -9.92,
  "de_lowest_kcal_mol": 65.2
}


{
  "formula": "C2H3Cl3",
  "method": "wB97M-V/def2-TZVPD",
  "species": ["H", "Cl", "C", "H", "H", "Cl", "C", "Cl"],
  "xyz": [[-1.5124, -0.8576, 0.6497], [-0.2437, 0.7029, -2.1262], [-0.4891, 0.0870, 0.6229], [0.3015, -1.2894, -0.4628], [-1.1432, 1.4489, 0.2655], [2.0759, 0.0505, -0.7200], [0.3706, -0.2543, -0.5796], [0.6404, 0.1121, 2.3506]],
  "atomic_forces_ev_per_a": [[3.5, 3.3, 0.4], [-0.4, -1.7, 1.6], [-3.5, 2.5, 0.7], [-0.2, -2.0, -1.8], [2.1, -4.1, 1.8], [0.7, 0.3, 0.9], [0.0, 1.8, -0.6], [-2.2, -0.1, -3.0]],
  "nbo_charge": [0.2779, -0.0577, -0.3666, 0.2218, 0.2675, 0.0371, -0.2749, -0.1051],
  "fmax_ev_per_a": 4.93,
  "orbital_gap_ev": 10.19,
  "spin_multiplicity": 1,
  "total_charge": 0,
  "homo_ev": -10.85,
  "de_lowest_kcal_mol": 102.7
}


{
  "formula": "C2H3Cl3NO",
  "method": "wB97M-V/def2-TZVPD",
  "species": ["H", "O", "Cl", "C", "Cl", "N", "Cl", "C", "H", "H"],
  "xyz": [[0.1835, -0.2967, 0.5603], [1.8458, -1.5883, 0.7881], [-2.5231, 0.1250, 1.9057], [1.7366, 0.0378, -0.7505], [-1.7194, 2.1542, 0.1312], [1.2597, -0.6240, 0.2436], [-2.6473, -0.5308, -0.8640], [-1.7065, 0.3649, 0.4255], [2.6503, -0.2758, -1.2309], [0.9204, 0.6338, -1.2091]],
  "atomic_forces_ev_per_a": [[1.4, -0.6, -0.7], [0.1, -0.5, 0.9], [-1.1, -0.4, 1.7], [-1.9, 0.7, -0.9], [-0.3, 0.2, -0.5], [-1.5, 0.4, 0.3], [-0.1, 0.4, -0.1], [2.0, -0.4, -1.0], [0.1, 0.1, 0.1], [1.2, 0.1, 0.1]],
  "nbo_charge": [0.4079, -0.5756, -0.0731, -0.2829, -0.1530, -0.0447, -0.1588, -0.4999, 0.1809, 0.1991],
  "fmax_ev_per_a": 2.30,
  "orbital_gap_ev": 7.13,
  "spin_multiplicity": 1,
  "total_charge": -1,
  "homo_ev": -3.57,
  "de_lowest_kcal_mol": 17.8
}